204
Properties=species:S:1:pos:R:3:forces:R:3:mulliken_charge:R:1 method="wB97M-V/def2-TZVPD" homo_lumo_gap_ev=8.754 homo_ev=-15.34 spin_multiplicity=1 lumo_ev=-6.582 total_charge=+4 relative_energy_kcal_mol=0.0
C 0.971921 10.076676 0.509768 0.52 -0.47 -0.02 -1.36
C 1.314561 9.258604 1.751429 -0.29 0.17 1.10 -0.20
C 2.817928 9.257608 1.966450 0.60 0.45 -1.15 -0.82
N 3.417035 8.335940 2.994655 0.53 0.17 1.33 0.29
C 4.838392 8.001493 2.583422 -0.59 -0.99 -1.70 -0.74
C 5.496539 6.855873 3.339614 0.08 1.05 0.54 -1.01
C 4.608164 5.642183 3.445932 -0.57 -0.79 -0.65 -0.07
C 3.233175 5.989667 4.001893 0.85 0.39 0.72 -0.86
C 2.605917 7.089661 3.170746 -0.48 -0.79 -0.59 -1.23
C 3.487105 9.041653 4.320622 -0.69 0.34 0.00 -0.96
H 1.613068 9.742008 -0.311116 -0.03 0.16 -0.06 0.36
H 1.170861 11.128625 0.698698 -0.19 0.09 -0.18 0.35
H -0.048815 9.907836 0.181831 -0.14 0.23 0.20 0.38
H 0.913244 8.248317 1.713944 0.11 -0.08 -0.43 0.38
H 0.835939 9.689551 2.639565 -0.06 0.10 -0.13 0.33
H 3.221071 10.252914 2.168686 -0.35 0.04 0.36 0.40
H 3.308168 9.052834 1.008364 -0.14 -0.56 0.11 0.41
H 4.698508 7.654939 1.551637 0.14 0.08 0.03 0.45
H 5.424927 8.913195 2.507213 -0.06 0.12 0.42 0.49
H 6.414151 6.626114 2.799389 0.08 0.05 0.09 0.47
H 5.780688 7.262912 4.315020 0.16 -0.47 0.12 0.37
H 4.425782 5.215634 2.446422 0.23 0.18 -0.05 0.00
H 5.071873 4.823726 3.996322 0.09 0.22 0.24 0.40
H 2.566481 5.130776 4.002767 -0.07 0.01 -0.16 0.34
H 3.361827 6.264634 5.053992 -0.25 0.18 -0.04 0.42
H 2.445882 6.673130 2.171477 0.07 0.17 -0.07 0.71
H 1.622347 7.351137 3.550993 0.09 0.28 0.09 0.51
H 2.469356 9.178416 4.685161 0.02 -0.06 0.03 0.38
H 3.910265 10.031514 4.175916 0.27 -0.11 0.00 0.38
H 4.050067 8.460814 5.040288 0.09 -0.02 -0.05 0.45
C -1.730733 -4.633082 2.375096 -0.37 0.41 -0.77 -1.71
C -0.719610 -3.504351 2.507629 0.24 0.20 0.04 2.05
C 0.365014 -3.887708 3.504654 -0.51 0.18 -0.52 -1.25
N 1.495858 -2.892677 3.614651 -0.35 -0.18 0.46 0.63
C 2.387202 -3.433438 4.692742 1.38 0.45 0.65 -0.52
C 3.731103 -2.703853 4.803169 -0.24 0.54 0.01 -0.77
C 4.468470 -2.679806 3.477116 -0.18 -0.87 -0.06 -1.08
C 3.565453 -2.069192 2.420675 0.61 0.50 -0.26 0.30
C 2.245234 -2.789049 2.317155 -0.27 -0.41 -0.12 0.06
C 0.923044 -1.568608 4.035708 0.41 -0.29 -0.32 -0.97
H -2.335300 -4.780181 3.268652 0.30 -0.31 0.17 0.44
H -1.240902 -5.539219 2.015382 -0.07 -0.21 0.44 0.46
H -2.444080 -4.384526 1.583146 0.06 0.12 0.03 0.30
H -1.195608 -2.563658 2.785659 -0.17 -0.13 0.10 -0.11
H -0.271374 -3.295174 1.535054 -0.06 -0.18 -0.02 -0.73
H 0.786352 -4.842537 3.189058 0.21 0.02 0.24 0.27
H -0.052901 -3.975732 4.507365 0.08 -0.14 0.03 0.40
H 2.601930 -4.487274 4.520900 -0.43 -0.06 -0.21 0.43
H 1.907370 -3.294024 5.659900 -0.46 -0.31 -0.18 0.36
H 4.322006 -3.183157 5.582460 -0.08 -0.10 0.01 0.48
H 3.524915 -1.688854 5.159389 0.24 0.02 -0.02 0.35
H 4.658578 -3.728601 3.208405 0.07 0.08 -0.09 0.36
H 5.452013 -2.219193 3.529699 -0.10 0.28 0.10 0.42
H 4.033177 -2.129498 1.432662 -0.07 -0.14 0.00 0.08
H 3.464421 -0.991937 2.590649 -0.33 -0.10 0.11 -0.19
H 2.399522 -3.834675 2.034698 0.17 0.09 -0.15 0.40
H 1.588396 -2.335124 1.577993 0.00 0.09 0.14 -0.50
H 0.310145 -1.751619 4.913119 -0.04 0.17 0.05 0.18
H 0.340430 -1.172708 3.208119 -0.03 0.07 0.05 0.15
H 1.749154 -0.901244 4.251848 -0.11 0.06 0.12 0.64
C -2.951544 4.078486 -0.213856 0.26 -0.28 0.65 -1.36
C -2.292665 4.189051 -1.577139 0.88 0.19 -0.45 -0.38
C -2.576298 2.965197 -2.441835 -0.14 -0.11 1.06 0.30
N -1.972989 2.926663 -3.811335 0.08 -0.03 -0.30 0.86
C -2.391011 1.640974 -4.476404 1.12 -0.62 -0.77 0.01
C -3.764461 1.649248 -5.052388 -2.12 0.32 1.07 -0.65
C -4.229646 2.923961 -5.749703 1.00 -0.18 -1.43 -1.03
C -3.772920 4.198161 -5.060166 -1.00 -0.34 0.46 -0.63
C -2.326759 4.118219 -4.641992 -0.22 1.35 0.03 -0.82
C -0.496399 2.885079 -3.727948 0.58 0.25 0.05 -1.40
H -3.959064 3.661655 -0.204811 -0.11 0.19 -0.34 0.32
H -2.968493 5.047927 0.282586 -0.13 0.02 -0.07 0.45
H -2.358244 3.422440 0.430893 -0.02 -0.03 -0.10 0.17
H -1.207675 4.216208 -1.418665 -0.04 -0.01 0.16 0.11
H -2.485207 5.153185 -2.048662 -0.57 -0.13 -0.13 0.39
H -3.645198 2.766244 -2.496552 -0.01 0.10 -0.37 0.81
H -2.129645 2.119253 -1.912988 -0.19 -0.06 -0.18 -0.56
H -2.223749 0.827766 -3.767560 -0.37 0.15 0.23 -0.12
H -1.625304 1.452799 -5.235673 -0.18 0.28 -0.26 0.45
H -4.480083 1.513244 -4.228420 0.20 -0.23 0.06 0.11
H -3.967488 0.790231 -5.686516 0.45 -0.13 -0.01 0.67
H -5.299818 2.881025 -5.939310 -0.07 0.10 0.33 0.44
H -3.794961 2.915320 -6.761828 0.02 0.15 0.09 0.33
H -4.412427 4.409065 -4.192983 0.18 -0.18 0.12 0.26
H -3.946434 5.065936 -5.695797 0.35 -0.01 -0.14 0.47
H -2.107849 4.994945 -4.035871 0.15 -0.05 0.15 0.41
H -1.653071 4.227575 -5.491975 0.01 -0.68 -0.10 0.49
H -0.112622 3.777939 -3.240102 -0.15 -0.02 0.18 0.55
H -0.112807 2.892418 -4.744727 0.02 -0.17 -0.02 0.59
H -0.165681 1.993322 -3.199345 -0.16 0.00 0.10 0.27
C -4.050823 -1.103114 5.602271 -0.06 -0.05 -0.51 -1.52
C -4.166463 -1.562618 4.146678 -0.31 0.38 -1.07 0.43
C -5.610682 -1.534471 3.630610 -0.01 0.48 0.78 -1.22
N -5.755417 -1.331491 2.161564 -0.25 -0.33 -0.13 0.58
C -5.326388 0.035885 1.648215 0.42 -0.81 0.79 -0.39
C -6.082170 1.126862 2.354072 -0.19 0.44 0.09 -0.79
C -7.588131 0.989249 2.181981 -0.33 0.11 -1.65 -0.82
C -8.101203 -0.434180 2.376632 -0.18 -0.04 1.01 -0.80
C -7.203783 -1.507805 1.778438 -0.38 0.59 0.07 -0.17
C -4.962150 -2.343135 1.431106 0.40 -0.23 -0.11 -0.10
H -3.111801 -1.464255 6.015138 -0.12 0.03 0.31 0.40
H -4.903483 -1.403386 6.208950 0.17 -0.32 0.11 0.36
H -4.044733 -0.012604 5.615002 0.08 0.00 0.09 0.41
H -3.733839 -2.530387 3.882980 0.05 -0.13 0.58 0.14
H -3.610184 -0.852275 3.524295 0.14 -0.02 0.14 -0.17
H -6.146755 -0.725720 4.120746 0.02 0.05 -0.02 0.64
H -6.169107 -2.434747 3.890828 0.17 -0.15 -0.14 0.38
H -4.261673 0.094066 1.868613 0.07 0.15 -0.23 0.13
H -5.451172 -0.049277 0.568815 -0.15 0.36 -0.03 0.56
H -5.819912 1.159696 3.413607 0.16 -0.03 -0.02 0.31
H -5.724156 2.068004 1.930892 -0.14 0.06 0.06 0.33
H -8.163962 1.742546 2.715132 0.12 -0.20 0.46 0.45
H -7.803613 1.238579 1.131492 0.12 -0.02 0.04 0.31
H -8.277826 -0.633614 3.440034 0.18 -0.04 -0.02 0.37
H -9.090202 -0.574222 1.938779 0.06 0.15 -0.19 0.52
H -7.532932 -2.477149 2.145164 0.14 -0.20 -0.33 0.48
H -7.233229 -1.441851 0.690568 0.00 -0.34 0.01 0.07
H -5.264079 -2.288512 0.395804 0.11 -0.18 -0.26 -0.51
H -5.117937 -3.345929 1.827178 -0.35 0.08 0.04 0.48
H -3.903043 -2.110719 1.527825 0.00 0.14 -0.14 0.06
C 0.100151 -5.657810 -1.137114 -0.28 -0.43 -0.50 -1.03
C -0.801345 -6.855214 -1.590140 0.68 1.10 0.28 -0.15
C 0.004085 -7.818856 -2.429936 -0.04 -0.48 0.16 -0.88
N -0.742396 -9.062926 -2.861415 0.01 -0.19 -0.55 0.02
C 0.215721 -9.988029 -3.582129 0.05 -0.23 0.13 -0.58
C 0.694499 -9.436490 -4.900028 0.55 0.92 -0.46 -0.56
C -0.493902 -9.152338 -5.812134 -0.18 -0.60 -0.12 -0.74
C -1.448513 -8.202786 -5.115560 -0.48 0.50 -0.06 -0.58
C -1.906676 -8.769059 -3.803749 0.06 -0.66 0.98 -0.70
C -1.236924 -9.797647 -1.666497 0.26 -0.08 0.06 -0.97
H 0.950595 -5.543941 -1.812772 0.06 0.02 0.08 0.55
H 0.472084 -5.762622 -0.119148 0.02 -0.05 -0.01 0.24
H -0.491081 -4.751247 -1.231575 0.08 0.08 0.28 0.02
H -1.596241 -6.362189 -2.146360 -0.31 -0.55 -0.10 0.29
H -1.184474 -7.338453 -0.695540 -0.28 -0.03 -0.10 0.26
H 0.853630 -8.202759 -1.859042 0.00 0.07 0.04 0.16
H 0.411764 -7.354375 -3.320660 -0.15 0.13 -0.02 0.38
H 0.999383 -10.209517 -2.857927 0.17 0.00 -0.18 0.49
H -0.331451 -10.911300 -3.781163 -0.07 0.01 0.17 0.42
H 1.254850 -8.502899 -4.769376 0.01 -0.10 0.14 0.22
H 1.430343 -10.104160 -5.348108 -0.24 -0.29 0.05 0.47
H -0.241093 -8.772649 -6.799733 0.38 0.11 0.12 0.39
H -0.992570 -10.109947 -6.008916 -0.15 0.12 0.03 0.30
H -1.004229 -7.214105 -4.971997 0.06 -0.01 -0.08 0.26
H -2.350566 -8.033499 -5.706344 0.05 -0.03 -0.08 0.41
H -2.610169 -8.201161 -3.197014 -0.02 0.38 -0.39 0.56
H -2.367558 -9.746449 -3.967347 -0.02 0.01 -0.01 0.47
H -1.540134 -10.800673 -1.953543 -0.19 0.08 -0.13 0.42
H -2.060140 -9.255933 -1.215483 -0.03 -0.05 0.06 0.42
H -0.396969 -9.898837 -0.980285 -0.12 0.08 0.15 0.38
C 7.704611 2.405624 1.159931 -0.09 -0.37 0.33 -1.52
C 6.677130 2.450839 0.021798 0.61 0.00 0.49 0.29
C 6.436013 1.031444 -0.431480 -0.81 -0.13 -0.46 -0.68
N 5.462254 0.843366 -1.616465 1.24 0.83 0.62 0.45
C 4.166485 1.539832 -1.333841 -0.63 -0.82 0.74 -0.52
C 3.215402 1.515777 -2.507081 0.59 0.50 -1.40 0.64
C 3.931861 1.997409 -3.796327 -0.03 0.95 0.67 -1.10
C 5.253025 1.293850 -4.053948 -0.65 -0.28 0.28 -0.86
C 6.145155 1.391540 -2.826026 0.11 -0.18 -1.35 -0.59
C 5.262097 -0.613601 -1.746899 -0.32 -0.52 -0.09 -0.81
H 7.346987 1.789634 1.991187 -0.12 0.02 -0.08 0.36
H 7.874910 3.395075 1.577518 0.17 0.05 -0.18 0.38
H 8.647298 1.954331 0.850928 0.08 0.24 -0.10 0.42
H 7.101102 3.047720 -0.783934 -0.20 0.14 -0.05 0.29
H 5.790890 2.930679 0.432323 -0.17 -0.02 -0.26 0.07
H 5.994889 0.428973 0.362704 0.21 0.02 0.14 0.32
H 7.362205 0.585056 -0.789029 0.06 -0.12 0.22 0.44
H 4.360242 2.526064 -0.927924 0.19 0.25 -0.55 0.23
H 3.763105 0.988641 -0.480724 -0.18 -0.01 -0.12 -0.04
H 2.434549 2.250514 -2.337969 -0.25 -0.32 0.39 -0.10
H 2.770265 0.541108 -2.707368 -0.05 -0.05 0.41 -0.05
H 4.134660 3.064899 -3.623524 0.02 -0.03 -0.25 0.36
H 3.249168 1.947959 -4.642569 0.09 -0.15 -0.07 0.51
H 5.791270 1.719120 -4.898038 -0.06 -0.10 -0.10 0.51
H 4.993633 0.253398 -4.263593 0.48 -0.05 -0.28 0.29
H 6.457731 2.425826 -2.701056 -0.36 0.07 0.50 0.36
H 7.069899 0.840389 -3.006555 -0.09 -0.24 0.30 0.39
H 4.813182 -0.988920 -0.828579 0.14 0.07 0.07 0.10
H 6.219500 -1.094673 -1.932169 0.02 0.03 0.05 0.38
H 4.577821 -0.861449 -2.550704 0.04 0.18 -0.11 0.48
N -5.726458 -1.091578 -1.924131 -0.27 -1.82 -0.19 -0.13
S -6.655320 -2.357261 -2.394810 -1.72 1.97 -0.65 1.02
O -7.441861 -2.848467 -1.319355 0.14 -0.20 0.51 -0.62
O -6.089444 -3.229696 -3.351646 0.64 -0.53 -0.04 -0.55
F -7.656115 -1.483683 -3.251367 -0.12 -0.20 0.25 -0.27
S -4.250364 -1.516946 -2.215901 2.05 1.30 1.11 0.83
O -3.703393 -1.082940 -3.455478 0.02 0.00 -0.60 -0.56
O -3.800395 -2.765433 -1.683142 -0.20 -0.38 0.04 -0.46
F -3.566949 -0.462378 -1.175925 -0.34 -0.06 -0.17 -0.07
C 0.315237 -1.717229 -1.474205 -0.62 -0.39 0.62 0.14
F 1.175492 -2.610033 -0.946490 0.32 0.46 -0.09 -0.18
F 0.841919 -1.118651 -2.530111 0.33 -0.25 -0.04 -0.16
F -0.766883 -2.401485 -1.824406 0.11 0.25 -0.29 -0.10
S -0.273010 -0.442959 -0.262907 0.13 0.19 0.03 0.06
O -0.889079 0.520688 -1.124029 0.22 0.26 -0.28 -0.24
O -1.131267 -1.130168 0.652862 0.57 -0.28 0.34 -0.22
N 1.131495 0.113721 0.405517 -1.10 -0.55 -0.58 -0.01
S 0.895276 1.645081 0.735965 -0.90 1.38 0.34 0.81
O 1.209382 2.576270 -0.318741 0.81 -0.34 0.17 -0.66
O -0.332621 1.936998 1.428973 0.04 -0.34 0.12 -0.55
C 2.116341 1.886873 2.100718 0.29 0.31 -0.23 -0.01
F 2.200671 3.200731 2.378196 0.06 -0.53 -0.17 -0.16
F 1.711884 1.255977 3.198792 0.23 0.00 -0.10 -0.20
F 3.353103 1.445371 1.775886 -0.21 0.14 0.23 -0.03